19
Properties=species:S:1:pos:R:3:forces:R:3 method="wB97M-V/def2-TZVPD" fmax_ha_per_bohr=0.0278 e_above_lowest_kj_mol=147.3 orbital_gap_ev=10.565 energy_ev=-8462.82768 molar_mass_g_mol=100.16 smiles=C[C@H]1OCC1(C)C charge=0
C -1.1383 0.8309 1.7246 0.0 0.0 -0.1
C -0.2529 -0.2124 1.0621 0.2 0.1 0.3
O -1.0157 -1.3958 0.7269 -0.1 -0.1 0.1
C -0.9378 -1.0763 -0.6728 0.0 -0.1 -0.3
C 0.2066 -0.0943 -0.4072 0.4 -0.2 -0.1
C 1.5674 -0.8735 -0.5552 -0.2 0.0 0.1
C 0.3095 1.2382 -1.1489 0.3 -0.2 -0.1
H -1.4944 0.4233 2.6793 0.1 0.1 -0.2
H -0.5962 1.7589 1.9409 0.0 -0.2 -0.1
H -2.0188 1.0720 1.1196 0.2 0.0 0.0
H 0.5969 -0.4407 1.7170 -0.2 -0.1 0.1
H -1.8857 -0.6523 -1.0428 0.3 0.1 0.1
H -0.6529 -1.9265 -1.3033 -0.2 -0.1 0.2
H 1.4954 -1.8407 -0.0499 0.0 0.1 0.0
H 2.4327 -0.3481 -0.1171 -0.5 0.1 0.0
H 1.8589 -1.0837 -1.5994 -0.5 0.2 0.2
H 1.3060 1.0820 -1.5267 0.4 1.1 -0.8
H 0.3038 2.1532 -0.5394 -0.1 -0.4 0.0
H -0.3697 1.3846 -2.0027 0.1 -0.3 0.4

---

19
Properties=species:S:1:pos:R:3:forces:R:3 method="wB97M-V/def2-TZVPD" fmax_ha_per_bohr=0.1947 e_above_lowest_kj_mol=342.2 orbital_gap_ev=9.148 energy_ev=-8460.80758 molar_mass_g_mol=100.16 smiles="C=C/C=C/CC.O" charge=0
C -1.5433 2.5513 0.3612 0.7 0.5 0.7
C -1.4431 1.2170 0.4769 -0.3 0.7 0.0
C -0.2881 0.3624 0.3424 0.7 -0.1 1.3
C -0.2406 -0.8203 0.9747 1.6 1.2 -1.8
C 0.9708 -1.6622 0.6646 -1.0 -1.5 1.3
C 0.4686 -2.5816 -0.4695 2.1 -2.1 -0.8
H -2.5305 3.0520 0.4607 0.9 -0.4 0.1
H -0.6037 3.1946 0.4132 -1.4 -0.9 -0.8
H -2.2809 0.6260 0.8166 -0.7 0.2 -0.4
H 0.6430 0.6683 -0.1420 -0.5 0.4 0.1
H -1.1042 -1.2750 1.3922 -0.6 -0.3 0.6
H 1.8724 -1.0324 0.4010 -1.0 -1.0 0.5
H 1.1037 -2.4089 1.5427 0.6 1.6 -1.2
H 0.9384 -2.4319 -1.4778 -1.2 0.7 0.7
H -0.5862 -2.8652 -0.4420 -0.1 0.9 -0.4
H 0.9012 -3.5758 -0.2885 0.2 -0.1 0.2
O 1.4444 2.1516 -1.6158 -4.5 -7.6 -4.8
H 1.7605 2.8783 -1.2394 0.6 5.4 1.8
H 0.5175 1.9518 -2.1712 4.0 2.3 2.8

---

19
Properties=species:S:1:pos:R:3:forces:R:3 method="wB97M-V/def2-TZVPD" fmax_ha_per_bohr=0.0072 e_above_lowest_kj_mol=118.4 orbital_gap_ev=11.066 energy_ev=-8463.12723 molar_mass_g_mol=100.16 smiles=CC(C)[C@H]1O[C@H]1C charge=0
C -1.9491 -0.9896 -0.4497 -0.1 0.0 0.0
C -0.8332 0.0094 -0.1258 0.0 0.0 0.0
C -1.3190 1.1168 0.8084 0.0 0.0 0.1
C 0.3170 -0.7634 0.4773 -0.2 0.0 0.1
O 1.1491 -1.4613 -0.4471 0.0 -0.2 -0.2
C 1.7482 -0.4690 0.3730 0.2 0.1 0.3
C 2.4098 0.7484 -0.2199 0.0 0.1 0.0
H -2.8002 -0.5038 -0.9392 0.2 0.0 0.1
H -1.5774 -1.7805 -1.1092 -0.1 0.1 0.1
H -2.3233 -1.4632 0.4673 0.1 0.1 -0.1
H -0.4873 0.4538 -1.0671 0.0 0.0 0.1
H -1.6223 0.7096 1.7809 0.1 0.0 -0.1
H -2.1892 1.6295 0.3831 0.1 -0.1 0.0
H -0.5348 1.8612 0.9850 -0.1 -0.1 0.0
H 0.0313 -1.3581 1.3523 0.0 0.0 -0.2
H 2.3497 -0.9156 1.1648 0.0 0.0 0.0
H 2.9398 0.5210 -1.1520 -0.2 -0.1 0.2
H 3.1559 1.0566 0.5171 0.0 0.2 -0.2
H 1.7347 1.5903 -0.4005 0.0 -0.2 0.0

---

19
Properties=species:S:1:pos:R:3:forces:R:3 method="wB97M-V/def2-TZVPD" fmax_ha_per_bohr=0.0155 e_above_lowest_kj_mol=519.8 orbital_gap_ev=8.083 energy_ev=-8458.96638 molar_mass_g_mol=100.16 charge=0
C -1.3466 0.1464 -0.3959 -0.2 -0.4 -0.1
C -0.1077 1.4873 0.0527 0.3 0.7 0.1
C 0.7165 1.9887 -1.1152 0.0 -0.1 -0.1
O 0.7565 0.7860 0.9547 0.1 0.0 -0.1
C 0.1308 -0.3701 0.5520 -0.1 -0.3 0.0
C -0.4757 -1.0905 1.7461 -0.1 0.0 0.0
C 0.9523 -1.2755 -0.3465 -0.1 0.1 -0.1
H -1.5142 0.6508 -1.3633 0.4 0.0 0.4
H -2.1819 0.3895 0.2588 0.2 -0.1 0.0
H -1.4282 -0.9133 -0.6883 -0.2 -0.1 -0.1
H 1.3574 1.2866 -1.6643 -0.1 -0.1 0.1
H 1.3902 2.7146 -0.6422 0.0 -0.1 0.0
H 0.0994 2.5501 -1.8219 -0.1 -0.2 0.0
H -1.0812 -1.9531 1.4501 0.1 0.1 0.0
H 0.3370 -1.4460 2.3941 -0.1 0.1 -0.2
H -1.0859 -0.3972 2.3285 0.0 -0.1 -0.1
H 1.8213 -1.6595 0.2022 -0.2 0.2 0.0
H 1.3092 -0.7580 -1.2387 0.0 0.0 0.1
H 0.3511 -2.1368 -0.6629 0.1 0.2 0.0

---

19
Properties=species:S:1:pos:R:3:forces:R:3 method="wB97M-V/def2-TZVPD" fmax_ha_per_bohr=0.0066 e_above_lowest_kj_mol=102.8 orbital_gap_ev=9.842 energy_ev=-8463.28899 molar_mass_g_mol=100.16 smiles="C/C=C/C[C@@H](C)O" charge=0
C 3.0318 0.3859 -0.0686 0.1 0.1 0.0
C 1.6596 0.1620 -0.6230 -0.1 0.1 0.0
C 0.6509 1.0265 -0.5787 0.1 -0.1 0.1
C -0.7631 0.5657 -0.7854 0.0 -0.1 -0.1
C -1.3106 -0.0032 0.5447 -0.3 0.2 -0.1
C -2.5133 -0.9070 0.3249 0.0 0.0 0.0
O -0.2724 -0.7223 1.1958 0.0 -0.2 0.1
H 3.8070 0.4221 -0.8415 -0.1 0.0 0.0
H 3.2829 -0.4436 0.6045 0.0 0.2 -0.1
H 3.0739 1.3109 0.5142 0.0 -0.1 -0.1
H 1.4440 -0.8464 -0.9796 0.1 0.1 0.0
H 0.8072 2.0297 -0.1803 0.0 -0.1 0.0
H -0.7951 -0.2251 -1.5466 0.1 0.1 0.1
H -1.4283 1.3691 -1.1284 0.1 -0.1 0.1
H -1.5994 0.8453 1.1846 0.1 -0.1 0.0
H -2.2210 -1.7543 -0.3080 -0.1 0.1 0.1
H -3.3375 -0.3798 -0.1652 0.1 0.0 0.1
H -2.8808 -1.2997 1.2816 0.0 0.1 -0.1
H -0.6358 -1.5356 1.5551 -0.1 0.0 0.1

---

19
Properties=species:S:1:pos:R:3:forces:R:3 method="wB97M-V/def2-TZVPD" fmax_ha_per_bohr=0.0559 e_above_lowest_kj_mol=131.6 orbital_gap_ev=10.614 energy_ev=-8462.99008 molar_mass_g_mol=100.16 smiles=CC[C@H]1CCCO1 charge=0
C 2.7814 -0.0541 0.1753 -0.1 0.0 0.1
C 1.4238 0.1984 -0.4876 -0.2 0.0 0.0
C 0.1905 0.2449 0.4473 -0.9 1.0 -0.7
C -1.0479 0.9659 -0.3167 0.6 -0.4 0.1
C -2.2468 0.1539 0.1460 -0.8 -0.6 -0.6
C -1.6935 -1.2145 0.2041 2.5 -0.4 1.3
O -0.2794 -1.0546 0.8215 -1.9 -0.2 -0.6
H 3.0322 0.7422 0.8867 -0.1 -0.1 -0.1
H 2.7810 -1.0048 0.7163 0.0 0.1 0.0
H 3.5903 -0.0902 -0.5680 -0.3 0.0 0.1
H 1.4666 1.1549 -1.0312 0.0 -0.2 0.1
H 1.2326 -0.5846 -1.2333 0.0 0.1 0.0
H 0.4436 0.8486 1.3419 -0.1 -0.5 -0.1
H -1.1448 2.0518 -0.1471 0.2 -0.5 0.1
H -0.8690 0.8005 -1.3845 -0.1 0.1 0.0
H -3.0412 -0.2239 -0.5500 -0.1 2.0 -0.1
H -2.6974 0.5260 1.0775 0.2 -0.3 -0.2
H -2.4023 -1.8908 0.7228 1.2 0.0 0.2
H -1.5197 -1.5695 -0.8212 0.0 -0.1 0.3

---

19
Properties=species:S:1:pos:R:3:forces:R:3 method="wB97M-V/def2-TZVPD" fmax_ha_per_bohr=0.0094 e_above_lowest_kj_mol=356.7 orbital_gap_ev=8.637 energy_ev=-8460.65737 molar_mass_g_mol=100.16 charge=0
C 0.7268 1.2741 -0.0108 -0.1 0.2 0.0
C 1.2625 -1.0927 0.6764 -0.1 -0.2 -0.3
C 1.7227 -2.0150 -0.4217 0.1 -0.1 0.2
O -0.0664 -0.9982 0.5393 0.5 0.0 -0.1
C -0.4914 0.3657 0.2417 -0.1 0.4 -0.1
C -1.3347 0.9697 1.3496 0.0 -0.1 0.1
C -1.2959 0.1367 -1.0380 -0.1 0.1 0.0
H 1.5291 0.7999 -0.5888 -0.3 0.0 -0.1
H 1.1801 1.5929 0.9307 -0.1 0.0 -0.1
H 0.3807 2.1480 -0.5677 0.0 0.1 0.1
H 1.0105 -2.0262 -1.2612 0.2 -0.2 0.2
H 1.8360 -3.0280 -0.0228 0.1 0.0 0.0
H 2.7041 -1.6524 -0.7555 -0.1 -0.3 0.1
H -1.5898 1.9971 1.0629 0.0 -0.2 0.1
H -2.2616 0.4128 1.5107 0.1 0.0 0.0
H -0.7669 1.0009 2.2842 -0.1 0.0 -0.1
H -2.1852 -0.4646 -0.8204 0.1 0.1 0.0
H -0.6952 -0.4188 -1.7674 -0.1 0.2 0.1
H -1.6055 1.0880 -1.4787 0.0 0.0 0.0

---

19
Properties=species:S:1:pos:R:3:forces:R:3 method="wB97M-V/def2-TZVPD" fmax_ha_per_bohr=0.0081 e_above_lowest_kj_mol=102.7 orbital_gap_ev=10.465 energy_ev=-8463.28928 molar_mass_g_mol=100.16 smiles=C[C@H]1OCC1(C)C charge=0
C 1.7458 -0.2466 -1.2182 0.0 0.0 0.0
C 1.0895 0.3621 0.0005 0.3 -0.2 0.0
O 0.7829 1.7559 -0.1886 0.2 0.2 -0.1
C -0.5850 1.5553 0.1839 -0.3 0.2 0.1
C -0.3888 0.0396 0.3246 -0.2 -0.3 -0.1
C -0.6443 -0.5742 1.7009 0.0 0.1 0.1
C -1.1466 -0.7593 -0.7389 0.0 0.1 0.0
H 2.7000 0.2527 -1.4126 -0.1 -0.1 0.1
H 1.9375 -1.3161 -1.0687 0.0 0.2 0.0
H 1.1150 -0.1183 -2.1024 0.1 0.0 0.1
H 1.7366 0.2307 0.8817 -0.1 0.0 -0.1
H -1.2695 1.8574 -0.6204 0.1 0.0 0.1
H -0.8559 2.0969 1.1013 0.1 -0.1 -0.1
H 0.0904 -0.2739 2.4614 -0.1 0.1 -0.3
H -0.6139 -1.6662 1.6296 0.0 0.1 0.1
H -1.6357 -0.2904 2.0720 0.1 -0.1 -0.1
H -0.7710 -1.7868 -0.7954 -0.1 0.1 0.0
H -1.0801 -0.3202 -1.7433 0.0 0.0 0.3
H -2.2067 -0.7987 -0.4674 0.1 0.0 0.0

---

19
Properties=species:S:1:pos:R:3:forces:R:3 method="wB97M-V/def2-TZVPD" fmax_ha_per_bohr=0.0318 e_above_lowest_kj_mol=246.4 orbital_gap_ev=10.538 energy_ev=-8461.80061 molar_mass_g_mol=100.16 smiles=CCO[C@H]1C[C@H]1C charge=0
C -1.7276 -0.1466 0.9689 -1.5 0.3 0.1
C -1.5163 1.1277 0.1951 1.3 0.6 -0.8
O -0.2181 1.4053 -0.4302 -0.9 -0.9 0.7
C 0.8400 0.8110 0.2295 0.0 -0.8 0.9
C 0.9215 -0.6590 0.8000 0.4 0.2 0.0
C 1.6666 -0.2360 -0.4245 0.4 0.0 -0.2
C 1.0974 -0.7909 -1.7114 0.1 0.0 -0.1
H -1.3035 -0.2431 1.9761 0.0 0.2 -0.5
H -1.6375 -1.0827 0.4090 -0.1 0.4 0.1
H -2.7932 0.1150 1.0562 -0.3 -1.1 0.7
H -1.7955 1.9538 0.8716 0.2 0.0 -0.4
H -2.1941 1.0951 -0.6628 0.0 0.3 0.2
H 1.3457 1.4833 0.9285 0.0 -0.1 -0.2
H 0.3172 -1.5652 0.6790 -0.2 0.9 -0.1
H 1.4158 -0.6576 1.7664 0.2 -0.1 -0.2
H 2.7450 -0.1730 -0.3638 0.1 0.2 -0.2
H 1.2786 -0.1076 -2.5455 0.0 -0.1 0.0
H 1.5408 -1.7649 -1.9387 0.0 0.1 0.0
H 0.0113 -0.9240 -1.6371 0.2 0.0 0.0

---

19
Properties=species:S:1:pos:R:3:forces:R:3 method="wB97M-V/def2-TZVPD" fmax_ha_per_bohr=0.0607 e_above_lowest_kj_mol=412.7 orbital_gap_ev=8.414 energy_ev=-8460.07698 molar_mass_g_mol=100.16 charge=0
C 1.6825 1.2512 0.0258 0.2 -0.4 -0.1
C 0.6293 0.1485 0.2835 0.5 -1.4 -0.2
C 1.0946 -1.3597 -0.2466 1.3 1.0 0.5
C -0.6542 0.2918 -0.4511 0.5 0.0 0.0
C -1.3616 -0.9917 -0.4206 -2.9 1.2 0.0
C -1.8772 0.8621 0.0979 -0.6 -1.0 -0.6
O -2.2169 0.8844 1.4238 0.5 -0.1 0.2
H 1.6091 2.1543 0.6575 -0.3 -0.6 -0.1
H 2.6692 0.8238 0.2079 0.1 0.1 0.0
H 1.6533 1.6008 -1.0152 0.0 -0.2 0.2
H 0.4267 0.1174 1.3698 0.1 -0.3 -0.3
H 1.9786 -1.4949 0.3466 1.1 -0.3 -0.2
H 1.3389 -1.2664 -1.3126 0.3 0.2 0.2
H 0.6198 -2.3836 -0.1989 -0.5 1.7 0.6
H -0.5413 0.6435 -1.4795 0.2 0.0 0.1
H -1.5425 -1.6207 -1.2897 -0.3 0.6 0.0
H -1.3798 -1.5398 0.5227 -0.1 0.4 -0.1
H -2.3660 1.7243 -0.3834 -0.1 -1.0 -0.2
H -1.7625 0.1548 1.8619 0.0 0.1 0.2

---

19
Properties=species:S:1:pos:R:3:forces:R:3 method="wB97M-V/def2-TZVPD" fmax_ha_per_bohr=0.0426 e_above_lowest_kj_mol=175.3 orbital_gap_ev=9.274 energy_ev=-8462.53726 molar_mass_g_mol=100.16 smiles="C=C/C(C)=C/C.O" charge=0
C -1.1158 -1.0059 2.5771 -1.1 1.5 -1.2
C -1.3173 -0.0263 1.6731 1.4 -0.7 0.7
C -0.7216 -0.0282 0.3243 -0.8 -0.9 -1.2
C -1.3896 0.9709 -0.5866 0.7 0.5 0.2
C 0.0885 -0.9893 -0.1513 0.4 0.3 0.5
C 0.4243 -1.2580 -1.5699 -0.3 0.6 -1.6
H -0.6141 -1.8902 2.2253 0.1 -0.3 0.6
H -1.6172 -0.8811 3.5241 0.3 -0.5 0.3
H -1.8850 0.8635 1.9155 -0.1 0.0 0.2
H -1.2643 1.9424 -0.0954 -0.5 0.1 -0.1
H -2.4441 0.7358 -0.7300 -0.1 0.2 0.1
H -0.9146 1.1008 -1.5551 0.0 -0.3 0.0
H 0.5790 -1.6865 0.5243 -0.3 0.1 0.2
H 0.0456 -2.2283 -1.9066 0.2 -0.1 0.3
H 1.4672 -1.1880 -1.8915 0.2 -0.3 0.7
H -0.0352 -0.5603 -2.2784 -0.3 0.0 0.3
O 3.6371 2.2030 -0.9810 0.2 -0.1 -0.5
H 3.2996 2.6679 -0.2074 0.1 -0.6 0.1
H 3.7776 1.2578 -0.8104 -0.3 0.7 0.4

---

19
Properties=species:S:1:pos:R:3:forces:R:3 method="wB97M-V/def2-TZVPD" fmax_ha_per_bohr=0.0062 e_above_lowest_kj_mol=115.8 orbital_gap_ev=10.036 energy_ev=-8463.15344 molar_mass_g_mol=100.16 smiles=CC[C@@H]1C[C@@]1(C)O charge=0
C -1.5962 -0.6581 -1.3800 0.0 0.0 -0.1
C -1.4126 -0.5820 0.1312 0.0 0.0 0.0
C -0.5740 0.6129 0.5753 0.0 -0.1 0.2
C 0.3541 1.3882 -0.3483 0.1 0.1 -0.1
C 0.9194 0.5143 0.7186 -0.1 -0.1 -0.3
C 1.6290 -0.7563 0.3089 0.0 0.0 0.0
O 1.4967 1.1862 1.8130 0.2 0.0 0.1
H -1.9898 0.3026 -1.7276 0.0 -0.2 -0.1
H -2.2825 -1.4589 -1.6735 0.1 0.1 0.1
H -0.6463 -0.8278 -1.9011 -0.2 0.0 0.1
H -2.3998 -0.5173 0.6025 0.1 0.1 -0.1
H -0.9623 -1.5054 0.5197 -0.1 0.1 -0.1
H -1.0494 1.2533 1.3151 0.2 -0.1 0.0
H 0.4209 2.4592 -0.1807 0.0 -0.2 0.0
H 0.4761 1.0810 -1.3850 -0.1 0.0 0.2
H 2.6055 -0.5377 -0.1378 -0.1 0.0 0.1
H 1.0482 -1.3145 -0.4310 0.1 0.1 0.1
H 1.7802 -1.4232 1.1685 -0.1 0.1 -0.1
H 2.1434 0.5962 2.2155 -0.1 0.1 0.0

---

19
Properties=species:S:1:pos:R:3:forces:R:3 method="wB97M-V/def2-TZVPD" fmax_ha_per_bohr=0.0050 e_above_lowest_kj_mol=38.6 orbital_gap_ev=10.713 energy_ev=-8463.95427 molar_mass_g_mol=100.16 smiles=C[C@H]1CO[C@@H](C)C1 charge=0
C -2.1271 0.6384 0.0049 0.0 0.0 0.0
C -1.0473 -0.3110 0.5217 0.0 0.0 0.0
C -0.5011 -1.2347 -0.5747 -0.2 0.0 -0.1
O 0.8227 -1.5434 -0.1982 0.0 -0.1 0.0
C 1.3956 -0.3569 0.3450 0.1 0.2 0.1
C 2.0704 0.4706 -0.7449 0.0 0.0 0.0
C 0.2298 0.3885 1.0379 0.0 0.0 0.1
H -2.8084 0.1283 -0.6851 0.0 0.0 0.1
H -1.6723 1.4729 -0.5400 -0.1 -0.1 0.0
H -2.7296 1.0592 0.8158 0.1 0.0 -0.1
H -1.4579 -0.9388 1.3213 0.0 0.1 -0.1
H -1.0575 -2.1741 -0.6545 0.1 0.1 0.0
H -0.5348 -0.7267 -1.5555 0.0 -0.1 0.2
H 2.1534 -0.6878 1.0644 -0.1 0.0 -0.1
H 2.7956 -0.1431 -1.2879 -0.1 0.1 0.1
H 2.5951 1.3265 -0.3054 -0.1 -0.1 -0.1
H 1.3373 0.8567 -1.4643 0.1 -0.1 0.1
H 0.2280 1.4530 0.7731 0.0 -0.2 0.0
H 0.3079 0.3222 2.1265 0.0 0.0 -0.1